Entry w
This record from the Open Molecules 2025 dataset describes a gas-phase ion, C9H18N4 (charge +2). The level of theory is ωB97M-V/def2-TZVPD.

Results
2S+1	1
total charge	+2
structure (SMILES)	C=C(/C=C\[N@@H+](C)C(=C)N)N(C)C=[NH2+]
Kohn-Sham gap	8.9	eV

Bonds (Å) are listed after each position.
Cartesian coordinates (Å):
1 C 0.09 -1.26 1.20  C2 1.324, C3 1.484, H14 1.145
2 C -1.19 -0.93 1.20  C1 1.324, N13 1.444, H15 0.999
3 C 0.93 -1.24 -0.03  C1 1.484, C5 1.355, N10 1.365
4 C 1.80 0.70 0.89  N10 1.334, N12 1.309, H18 1.056
5 C 0.68 -2.08 -1.06  C3 1.355, H16 1.034, H17 1.096
6 C -1.42 1.00 -0.17  C7 1.337, N11 1.338, N13 1.534
7 C -1.85 1.93 0.69  C6 1.337, H19 1.046, H20 1.115
8 C 2.97 -0.21 -1.03  N10 1.487, H21 1.091, H22 1.053, H23 1.096
9 C -3.27 -0.70 0.03  N13 1.482, H24 1.159, H25 1.135, H26 1.163
10 N 1.92 -0.30 0.02  C3 1.365, C4 1.334, C8 1.487
11 N -0.50 1.12 -1.14  C6 1.338, H27 1.063, H28 1.040
12 N 2.53 1.79 0.81  C4 1.309, H29 0.961, H30 0.966
13 N -1.81 -0.48 -0.02  C2 1.444, C6 1.534, C9 1.482, H31 1.031
14 H 0.74 -1.62 2.07  C1 1.145
15 H -1.82 -1.05 1.97  C2 0.999
16 H 1.28 -2.12 -1.90  C5 1.034
17 H -0.13 -2.81 -1.18  C5 1.096
18 H 1.13 0.61 1.70  C4 1.056
19 H -2.53 1.73 1.46  C7 1.046
20 H -1.47 2.98 0.67  C7 1.115
21 H 3.11 -0.90 -1.86  C8 1.091
22 H 2.80 0.70 -1.53  C8 1.053
23 H 3.99 -0.21 -0.63  C8 1.096
24 H -3.78 -0.19 0.94  C9 1.159
25 H -3.84 -0.11 -0.76  C9 1.135
26 H -3.58 -1.81 0.19  C9 1.163
27 H -0.68 1.95 -1.78  N11 1.063
28 H -0.27 0.17 -1.49  N11 1.040
29 H 2.45 2.47 1.48  N12 0.961
30 H 3.14 1.93 0.07  N12 0.966
31 H -1.41 -1.03 -0.80  N13 1.031

---

Entry x
This record from the Open Molecules 2025 dataset describes a gas-phase ion, C9H18N4 (charge +2). The level of theory is ωB97M-V/def2-TZVPD.

Results
2S+1	1
total charge	+2
structure (SMILES)	[NH3+][C@@]1(N2CC[NH2+]CC2)C=CC=NC1
Kohn-Sham gap	9.1	eV

Bonds (Å) are listed after each position.
Cartesian coordinates (Å):
1 C -2.89 1.26 0.61  C2 1.367, C3 1.501, H14 1.070
2 C -1.53 1.22 0.46  C1 1.367, C9 1.496, H15 1.082
3 C -3.66 -0.03 0.65  C1 1.501, N10 1.262, H16 1.107
4 C -1.77 -1.39 0.18  C9 1.720, N10 1.394, H17 1.189, H18 0.998
5 C 1.28 1.07 -0.59  C7 1.528, N11 1.451, H19 1.160, H20 1.060
6 C 1.23 -1.35 -0.36  C8 1.557, N11 1.465, H21 1.052, H22 1.075
7 C 2.36 1.21 0.49  C5 1.528, N12 1.537, H23 0.998, H24 1.119
8 C 2.29 -1.25 0.78  C6 1.557, N12 1.499, H25 1.027, H26 1.015
9 C -0.93 0.05 -0.24  C2 1.496, C4 1.720, N11 1.421, N13 1.596
10 N -3.11 -1.15 0.47  C3 1.262, C4 1.394
11 N 0.48 -0.09 -0.27  C5 1.451, C6 1.465, C9 1.421
12 N 3.19 -0.07 0.59  C7 1.537, C8 1.499, H27 1.017, H28 1.008
13 N -1.52 0.17 -1.72  C9 1.596, H29 1.046, H30 1.061, H31 1.022
14 H -3.54 1.97 1.08  C1 1.070
15 H -1.05 2.12 0.81  C2 1.082
16 H -4.74 -0.13 0.89  C3 1.107
17 H -1.47 -2.06 -0.76  C4 1.189
18 H -1.43 -1.76 1.04  C4 0.998
19 H 0.61 1.99 -0.38  C5 1.160
20 H 1.85 0.95 -1.48  C5 1.060
21 H 1.83 -1.42 -1.22  C6 1.052
22 H 0.48 -2.07 -0.09  C6 1.075
23 H 2.96 2.00 0.37  C7 0.998
24 H 2.04 1.45 1.54  C7 1.119
25 H 1.86 -1.07 1.70  C8 1.027
26 H 2.83 -2.11 0.72  C8 1.015
27 H 3.58 -0.07 -0.35  N12 1.017
28 H 3.76 -0.13 1.42  N12 1.008
29 H -2.41 -0.36 -1.81  N13 1.046
30 H -0.82 -0.06 -2.49  N13 1.061
31 H -1.76 1.11 -2.05  N13 1.022

---

Of them, entry w has the highest stability.